Entry from the Open Molecules 2025 dataset: C33H35AuN2O5P2 as an isolated structure in a non-equilibrium geometry (the ωB97M-V functional and the def2-TZVPD basis).

Positions of all 78 atoms, in Å:
Au -0.62007 0.75341 -0.97447
O -6.52132 3.45210 -1.21528
C -5.44009 2.94271 -1.28694
C -5.13638 1.44937 -1.20087
O -5.95115 0.55937 -1.18232
C -3.66236 1.32905 -1.18413
C -3.04617 2.62423 -1.38284
O -1.81921 2.80279 -1.44296
C -4.10574 3.67665 -1.41589
O -3.95568 4.86839 -1.47300
O -2.97559 0.31263 -0.94162
C -2.23091 -3.12186 -0.54206
P -0.96690 -1.86290 -0.99724
C 0.08298 -2.02930 0.52448
N 0.97442 -2.98302 0.59397
C 1.79750 -3.04063 1.66854
C 2.78276 -4.04830 1.74625
C 3.62322 -4.08459 2.82308
C 3.52097 -3.12462 3.85245
C 2.57818 -2.13648 3.79678
C 1.68974 -2.08505 2.70193
N 0.71749 -1.14172 2.65766
C -0.07664 -1.09366 1.62006
P -1.43616 0.16275 1.55614
C -2.65340 -0.78166 2.57294
C -1.03862 1.62142 2.69564
C -0.64543 1.28882 4.13715
C 0.08210 2.41690 2.02497
C -2.33008 2.44826 2.71106
C -0.12272 -2.67012 -2.48645
C 0.93010 -1.68497 -2.99477
C -1.24719 -2.79732 -3.52539
C 0.51541 -4.04145 -2.26363
H -1.71435 -4.03918 -0.26052
H -2.90046 -3.29927 -1.38037
H -2.82083 -2.76238 0.29466
H 2.84477 -4.76534 0.93819
H 4.37827 -4.85676 2.89218
H 4.20013 -3.17666 4.69326
H 2.48195 -1.38947 4.57372
H -2.15857 -1.17880 3.45912
H -3.06359 -1.59884 1.98779
H -3.47345 -0.12556 2.85823
H 0.25812 0.69721 4.17020
H -1.44267 0.75680 4.65920
H -0.46844 2.23042 4.66644
H 0.98422 1.81013 1.92434
H 0.32934 3.29744 2.62282
H -0.20967 2.75991 1.02935
H -3.09325 1.99046 3.34124
H -2.74188 2.57124 1.70438
H -2.12172 3.44215 3.11213
H 0.48213 -0.71644 -3.22488
H 1.39604 -2.07233 -3.90390
H 1.71389 -1.52471 -2.25331
H -1.86711 -1.89607 -3.55487
H -1.89088 -3.65220 -3.31806
H -0.81119 -2.94450 -4.51518
H 1.29792 -3.99610 -1.51905
H 0.94747 -4.37545 -3.21154
H -0.22251 -4.78376 -1.95450
C 2.91492 4.53334 -3.20158
C 1.55025 4.19880 -3.29737
C 1.05264 3.11763 -2.62717
C 1.88649 2.30413 -1.82120
C 1.40669 1.18211 -1.09298
C 2.28849 0.42576 -0.36855
C 3.66090 0.74747 -0.29838
C 4.14012 1.83490 -0.96668
C 3.27166 2.63261 -1.74640
C 3.75355 3.76119 -2.45033
H 3.28919 5.40499 -3.72279
H 0.89535 4.80726 -3.90761
H 0.00034 2.87747 -2.69560
H 1.95124 -0.44371 0.17721
H 4.31624 0.12462 0.29813
H 5.18791 2.10491 -0.90726
H 4.80731 4.00337 -2.37573

Forces on the atoms, in the same order (eV/Å):
-0.4882 -0.3260 -0.3210
-0.0274 -0.0143 -0.0499
-0.1094 0.0932 0.0692
-0.3406 -0.1551 -0.1591
0.0972 0.0116 0.1098
0.5792 -0.4016 0.3943
0.2599 0.2152 -0.0716
-0.2202 0.1516 0.0765
-0.0344 0.1683 0.0138
0.0421 -0.0069 -0.0622
-0.5786 0.2493 -0.6393
-0.1728 0.4662 -0.1536
1.0980 -0.4616 -0.1820
0.2200 -0.0763 0.2212
-0.2226 0.0306 -0.2872
0.0433 0.2125 0.2271
0.0510 -0.0166 0.0303
-0.0182 -0.1295 -0.1433
-0.0388 0.1538 0.0798
0.0711 -0.0440 0.0707
-0.0069 -0.2194 -0.2484
-0.1818 0.1366 0.0111
0.1926 0.0001 0.1587
0.1384 0.3019 0.9083
0.1018 0.0962 -0.1688
0.1764 -0.3226 -0.0364
-0.1757 0.1288 -0.1463
0.0034 -0.0874 -0.0400
-0.0140 -0.0238 -0.1463
0.0004 0.1570 0.1686
-0.0149 -0.0126 0.0761
-0.0340 0.1062 0.0691
-0.1569 0.0575 -0.0477
0.0306 -0.0017 -0.0207
-0.0356 -0.0005 0.0352
-0.0668 -0.0103 0.0503
0.0158 -0.0180 0.0201
0.0020 0.0081 -0.0049
0.0001 0.0108 -0.0030
-0.0089 -0.0083 0.0020
-0.0709 0.0028 0.0510
-0.0675 -0.0723 0.0136
-0.0247 -0.0310 0.0022
0.1474 -0.1133 0.0568
0.0298 -0.0272 0.0190
-0.0501 -0.0336 0.0320
0.0431 0.0397 -0.0147
-0.0377 -0.0054 0.0312
0.0128 0.0320 -0.0050
-0.0164 0.0182 -0.0123
0.0055 0.0805 0.0171
0.0202 0.0040 -0.0019
0.0660 0.0112 -0.0313
-0.0368 -0.0515 0.0016
0.0237 0.0275 -0.0196
-0.0021 -0.0107 -0.1118
-0.0167 0.0165 -0.0076
0.0242 0.0208 0.0036
0.1134 -0.0492 0.0628
-0.0620 -0.0099 -0.0085
0.0266 -0.0199 0.0411
0.0953 -0.0260 0.0410
-0.0756 -0.0357 -0.0076
-0.0842 0.0333 -0.0724
0.1081 0.1569 -0.1192
-0.2421 -0.4058 0.1840
-0.0908 -0.0338 0.0030
0.0308 0.0872 -0.0335
0.0525 -0.0857 0.0842
-0.1762 -0.0528 0.0347
-0.0009 0.1174 -0.0610
0.0358 -0.0262 -0.0141
-0.0341 -0.0117 0.0315
0.0590 0.0382 -0.0346
-0.0062 -0.0211 0.0204
0.0261 0.0225 -0.0102
0.0007 -0.0093 -0.0286
-0.0024 0.0045 0.0024

2S+1: 3
Frontier orbital gap (alpha / beta) in eV: 7.04 / 5.70
HOMO energy (alpha / beta) in eV: -8.025 / -7.998

Charges computed using Löwdin, reported in e:
1 Au 0.887
2 O 0.174
3 C -0.242
4 C -0.263
5 O 0.151
6 C -0.287
7 C -0.280
8 O -0.014
9 C -0.257
10 O 0.164
11 O -0.127
12 C -0.200
13 P 1.019
14 C -0.407
15 N 0.138
16 C -0.210
17 C -0.008
18 C -0.069
19 C -0.068
20 C -0.007
21 C -0.209
22 N 0.146
23 C -0.410
24 P 1.012
25 C -0.217
26 C -0.707
27 C -0.093
28 C -0.107
29 C -0.100
30 C -0.703
31 C -0.114
32 C -0.108
33 C -0.092
34 H 0.053
35 H 0.045
36 H 0.021
37 H 0.115
38 H 0.107
39 H 0.107
40 H 0.116
41 H 0.047
42 H 0.018
43 H 0.041
44 H 0.051
45 H 0.074
46 H 0.087
47 H 0.071
48 H 0.090
49 H 0.058
50 H 0.072
51 H 0.069
52 H 0.093
53 H 0.057
54 H 0.090
55 H 0.069
56 H 0.081
57 H 0.072
58 H 0.091
59 H 0.050
60 H 0.089
61 H 0.076
62 C -0.082
63 C -0.074
64 C -0.047
65 C -0.180
66 C -0.210
67 C -0.142
68 C -0.076
69 C -0.041
70 C -0.169
71 C -0.042
72 H 0.102
73 H 0.105
74 H 0.072
75 H 0.061
76 H 0.103
77 H 0.111
78 H 0.110